Below is a cluster of 5 separate species, CH14NO4 in total at a distorted geometry, with properties calculated with ωB97M-V with the def2-TZVPD basis set.

XYZ file:
```
20
Properties=species:S:1:pos:R:3:forces:R:3:mulliken_charge:R:1
C -1.78374 -1.27069 -0.23708 0.50 -1.68 -1.67 -0.73
N -0.23395 -1.20378 -0.49776 -2.97 0.29 -1.28 -0.12
H -1.99354 -1.89578 0.65065 0.33 0.67 -0.33 0.34
H -2.19945 -1.86722 -1.14361 0.54 1.36 1.53 0.32
H -2.19748 -0.24948 -0.18374 0.36 -0.64 -0.02 0.31
H 0.22737 -0.82518 0.29032 1.05 0.77 1.46 0.27
H 0.14699 -2.10231 -0.70624 0.17 -0.99 0.16 0.38
H -0.09368 -0.65656 -1.38446 0.25 0.30 0.24 0.32
H 3.30109 1.30061 5.35026 -0.78 -0.30 -1.32 0.32
H 3.49938 0.24298 4.25445 -0.78 0.99 0.32 0.33
O 2.89872 0.99754 4.48884 1.57 -0.77 0.92 -0.64
H -2.26893 2.39477 -2.39139 0.50 -1.33 -0.05 0.33
H -2.54294 2.09751 -3.80781 1.08 -2.04 1.82 0.34
O -2.16974 1.59436 -2.97340 -1.69 3.31 -1.83 -0.70
H 0.36810 -0.48301 -3.58649 0.97 -2.26 -2.51 0.35
H -0.75133 0.48253 -3.19661 1.53 -0.09 0.51 0.39
O 0.16817 0.13310 -2.94974 -2.50 2.32 2.19 -0.74
H 0.44309 0.20956 2.59893 -0.06 -0.69 -0.20 0.34
H 1.83693 -0.19889 2.34598 -0.68 -0.66 -0.33 0.31
O 0.92341 -0.52487 2.16138 0.62 1.44 0.39 -0.73
```
Positions in Å, forces in eV/Å.

Computed properties:
Total charge = +1
ΔE to the lowest compared entry with this formula, charge and spin = 1.2540 eV
Electronic energy = -10938.10116 eV